a.
An isolated molecule of C4H5NO2, computed with the ωB97M-V functional and the def2-TZVPD basis.

The net charge is 0. The LUMO energy is 0.020 Eh. The gap between HOMO and LUMO is 10.60 eV. The SMILES is O=CN1CCC1=O. As for the spin multiplicity: 1.

Structure (XYZ):
```
12
Properties=species:S:1:pos:R:3:nbo_charge:R:1
O -0.25 0.22 2.45 -0.542
C 0.16 -0.26 1.44 0.545
N 0.03 0.19 0.23 -0.472
C -0.91 1.09 -0.38 -0.232
C -0.41 0.62 -1.69 -0.525
C 0.37 -0.49 -0.86 0.700
O 1.08 -1.52 -1.06 -0.579
H 0.92 -0.98 1.44 0.136
H -0.73 2.22 0.00 0.227
H -1.95 0.80 -0.24 0.223
H -0.99 0.34 -2.69 0.263
H 0.66 1.03 -2.26 0.256
```

b.
An isolated molecule of C4H5NO2, computed with the ωB97M-V functional and the def2-TZVPD basis.

The net charge is 0. The LUMO energy is 0.023 Eh. The gap between HOMO and LUMO is 8.26 eV. The SMILES is Oc1ccc(O)[nH]1. As for the spin multiplicity: 1.

Structure (XYZ):
```
12
Properties=species:S:1:pos:R:3:nbo_charge:R:1
O -0.30 2.24 -0.94 -0.673
C -0.13 1.01 -0.26 0.412
C -0.78 0.65 0.73 -0.363
C -0.57 -0.80 1.03 -0.376
C 0.39 -1.10 0.03 0.434
O 1.01 -2.27 -0.11 -0.663
N 0.88 0.13 -0.58 -0.618
H -1.08 2.55 -0.50 0.482
H -1.83 1.13 0.85 0.199
H -0.85 -1.73 1.77 0.258
H 1.87 -2.17 -0.56 0.486
H 1.40 0.37 -1.46 0.422
```

c.
An isolated molecule of C4H5NO2, computed with the ωB97M-V functional and the def2-TZVPD basis.

The net charge is 0. The LUMO energy is -0.018 Eh. The gap between HOMO and LUMO is 9.21 eV. The SMILES is O=CC(=O)N1CC1. As for the spin multiplicity: 1.

Structure (XYZ):
```
12
Properties=species:S:1:pos:R:3:nbo_charge:R:1
O 1.67 0.87 -1.11 -0.483
C 1.87 0.05 -0.25 0.343
C 0.82 -0.74 0.56 0.578
O 1.31 -1.48 1.39 -0.477
N -0.57 -0.65 0.41 -0.472
C -1.24 -0.11 -0.78 -0.244
C -1.27 0.64 0.49 -0.231
H 2.88 -0.24 0.11 0.137
H -2.11 -0.69 -1.08 0.208
H -0.63 0.26 -1.59 0.222
H -0.67 1.55 0.56 0.206
H -2.15 0.62 1.12 0.212
```

d.
An isolated molecule of C4H5NO2, computed with the ωB97M-V functional and the def2-TZVPD basis.

The net charge is 0. The LUMO energy is 0.016 Eh. The gap between HOMO and LUMO is 10.71 eV. As for the spin multiplicity: 1.

Structure (XYZ):
```
12
Properties=species:S:1:pos:R:3:nbo_charge:R:1
O 2.18 -0.69 0.31 -0.508
C 1.23 -0.93 -0.40 0.418
C -0.22 -0.65 0.00 -0.019
C -0.30 0.51 1.01 -0.262
N -0.43 1.69 0.21 -0.496
C -0.73 2.16 -0.83 0.259
O -1.03 -0.50 -1.14 -0.699
H 1.34 -1.40 -1.40 0.128
H -0.59 -1.56 0.50 0.218
H -1.16 0.44 1.67 0.230
H 0.61 0.54 1.61 0.253
H -0.90 0.38 -1.55 0.478
```

Most stable: d

a.
A cluster of 2 separate species, C4H5NO2 in total, computed with the ωB97M-V functional and the def2-TZVPD basis.

The net charge is 0. The LUMO energy is -0.035 Eh. The gap between HOMO and LUMO is 8.38 eV. As for the spin multiplicity: 1.

Structure (XYZ):
```
12
Properties=species:S:1:pos:R:3:nbo_charge:R:1
O -2.02 -0.82 1.51 -0.499
C -1.22 -0.44 0.72 0.792
C 0.28 -0.53 0.83 -0.623
C 0.81 -0.80 -0.55 0.184
N 0.20 -0.38 -1.59 -0.499
C -0.82 0.55 -1.43 0.438
O -1.66 0.24 -0.42 -0.525
H 0.67 0.41 1.25 0.276
H 0.53 -1.34 1.52 0.266
H 1.68 -1.45 -0.68 0.200
H 1.22 2.46 -0.28 -0.022
H 0.64 2.34 -0.74 0.011
```

b.
An isolated molecule of C4H5NO2, computed with the ωB97M-V functional and the def2-TZVPD basis.

The net charge is 0. The LUMO energy is 0.024 Eh. The gap between HOMO and LUMO is 10.06 eV. The SMILES is O[C@@H]1[C@@H]2C=NO[C@H]12. As for the spin multiplicity: 1.

Structure (XYZ):
```
12
Properties=species:S:1:pos:R:3:nbo_charge:R:1
O 1.21 -0.93 -0.90 -0.675
C 1.03 0.27 -0.18 0.065
C -0.05 0.37 0.84 -0.335
C -0.99 -0.87 0.52 -0.025
N -1.68 -0.64 -0.47 -0.099
O -1.24 0.40 -1.21 -0.326
C -0.20 0.98 -0.39 -0.001
H 1.75 -1.41 -0.28 0.469
H 2.10 0.82 -0.14 0.196
H -0.15 0.88 1.78 0.247
H -1.30 -1.96 0.80 0.254
H -0.48 2.09 -0.38 0.229
```

c.
An isolated molecule of C4H5NO2, computed with the ωB97M-V functional and the def2-TZVPD basis.

The net charge is 0. The LUMO energy is 0.021 Eh. The gap between HOMO and LUMO is 9.64 eV. The SMILES is O/N=C1/CC=CO1. As for the spin multiplicity: 1.

Structure (XYZ):
```
12
Properties=species:S:1:pos:R:3:nbo_charge:R:1
O -2.26 -0.36 0.04 -0.614
N -1.48 0.82 -0.21 -0.100
C -0.27 0.35 -0.07 0.428
C 0.83 1.30 0.21 -0.480
C 1.96 0.11 -0.23 -0.271
C 1.43 -1.04 0.04 0.097
O -0.01 -1.01 0.10 -0.522
H -1.68 -1.29 0.00 0.480
H 0.98 2.35 -0.27 0.267
H 0.85 1.56 1.40 0.239
H 2.97 0.49 -0.50 0.244
H 1.72 -2.15 0.12 0.230
```

Most stable: a

a.
An isolated molecule of C4H5NO2, computed with the ωB97M-V functional and the def2-TZVPD basis.

The net charge is 0. The LUMO energy (alpha / beta) is -0.017 / 0.005 Eh. The gap between HOMO and LUMO (alpha / beta) is 6.66 / 8.60 eV. As for the spin multiplicity: 1.

Structure (XYZ):
```
12
Properties=species:S:1:pos:R:3:nbo_charge:R:1
C 1.00 0.94 1.88 0.485
C -1.02 -1.18 2.28 0.637
C -0.03 0.48 0.69 -0.116
C 0.60 -0.42 -0.32 -0.636
N -1.19 -0.28 1.41 -0.665
O 1.62 1.96 1.84 -0.493
O -1.38 -2.22 2.72 -0.508
H -0.52 1.33 0.23 0.215
H -0.22 -0.62 -0.97 0.222
H 0.99 -1.42 0.01 0.237
H 1.31 0.06 -0.90 0.229
H -2.16 -0.05 1.10 0.391
```

b.
An isolated molecule of C4H5NO2, computed with the ωB97M-V functional and the def2-TZVPD basis.

The net charge is 0. The LUMO energy (alpha / beta) is 0.030 / 0.030 Eh. The gap between HOMO and LUMO (alpha / beta) is 8.33 / 8.33 eV. As for the spin multiplicity: 1.

Structure (XYZ):
```
12
Properties=species:S:1:pos:R:3:nbo_charge:R:1
O 2.09 -1.13 0.10 -0.523
C 1.35 -1.25 -0.82 0.638
C 0.35 1.20 -0.07 -0.377
C -0.96 1.55 0.60 -0.239
N -0.55 0.20 0.31 -0.309
C -0.83 -1.01 0.05 0.396
O 0.04 -1.73 -0.70 -0.512
H 1.58 -1.10 -1.88 0.147
H 1.24 1.22 0.56 0.197
H -1.78 1.91 -0.03 0.191
H -1.05 1.79 1.65 0.193
H -1.76 -1.51 0.30 0.198
```

Most stable: a

a.
An isolated molecule of C4H5NO2, computed with the ωB97M-V functional and the def2-TZVPD basis.

The net charge is 0. The LUMO energy is -0.017 Eh. The gap between HOMO and LUMO is 9.31 eV. The SMILES is C=NCC(=O)C=O. As for the spin multiplicity: 1.

Structure (XYZ):
```
12
Properties=species:S:1:pos:R:3:nbo_charge:R:1
C -1.69 -1.25 -0.14 -0.012
N -0.75 -0.65 0.45 -0.407
C -0.54 0.71 0.02 -0.341
C 0.93 0.22 -0.37 0.500
O 1.20 -0.46 -1.34 -0.501
C 2.04 0.57 0.58 0.342
O 1.84 1.30 1.51 -0.466
H -2.56 -0.73 -0.53 0.144
H -1.60 -2.31 -0.32 0.177
H -1.04 1.01 -0.92 0.191
H -0.87 1.40 0.81 0.239
H 3.03 0.20 0.25 0.136
```

b.
An isolated molecule of C4H5NO2, computed with the ωB97M-V functional and the def2-TZVPD basis.

The net charge is 0. The LUMO energy is 0.012 Eh. The gap between HOMO and LUMO is 10.26 eV. The SMILES is [H]/N=C1\CCOC1=O. As for the spin multiplicity: 1.

Structure (XYZ):
```
12
Properties=species:S:1:pos:R:3:nbo_charge:R:1
H 2.13 1.03 0.98 0.329
N 1.21 1.19 1.42 -0.531
C 0.41 0.67 0.64 0.183
C 0.68 -0.22 -0.56 -0.521
C -0.74 -0.63 -1.07 -0.060
O -1.57 -0.44 0.05 -0.501
C -1.14 0.44 0.99 0.738
O -1.70 0.79 1.98 -0.511
H 1.42 0.21 -1.27 0.243
H 1.11 -1.20 -0.07 0.234
H -1.20 -0.03 -1.81 0.196
H -0.61 -1.80 -1.27 0.201
```

c.
An isolated molecule of C4H5NO2, computed with the ωB97M-V functional and the def2-TZVPD basis.

The net charge is 0. The LUMO energy is 0.015 Eh. The gap between HOMO and LUMO is 10.40 eV. The SMILES is O=C[C@H]1CN=CO1. As for the spin multiplicity: 1.

Structure (XYZ):
```
12
Properties=species:S:1:pos:R:3:nbo_charge:R:1
O -2.48 0.70 -0.11 -0.529
C -1.72 -0.25 -0.03 0.396
C -0.36 0.14 -0.49 -0.094
C 0.60 0.81 0.52 -0.271
N 1.71 -0.12 0.70 -0.448
C 1.55 -1.02 -0.16 0.372
O 0.45 -0.96 -0.99 -0.489
H -2.07 -1.24 0.29 0.153
H -1.02 1.04 -0.95 0.284
H 0.99 1.74 0.09 0.212
H 0.11 1.05 1.46 0.217
H 2.23 -1.87 -0.32 0.197
```

Most stable: b